Arrangement i

The following is a DFT calculation (the ωB97M-V functional and the def2-TZVPD basis) of 2 unconnected molecules or ions with the total composition C5H14.

Geometry (Å):
1 C -0.55 1.52 -2.12
2 C 0.07 -2.53 0.91
3 C -0.62 -1.13 0.93
4 C 0.68 2.01 -1.36
5 C 0.17 -0.22 1.85
6 H -0.55 -3.30 0.44
7 H -0.52 -0.72 -0.08
8 H 0.97 3.00 -1.73
9 H 0.98 -2.41 0.36
10 H -1.67 -1.21 1.16
11 H 1.22 -0.21 1.56
12 H 0.14 -0.60 2.88
13 H 0.25 -2.81 1.94
14 H 0.56 2.15 -0.28
15 H -1.24 2.34 -2.30
16 H 1.62 1.47 -1.49
17 H -0.23 1.00 -3.01
18 H -1.11 0.84 -1.48
19 H -0.18 0.80 1.81

LUMO level   0.042 hartree
Structure (SMILES)   CCC.CC
Net charge   0

***

Arrangement ii

The following is a DFT calculation (the ωB97M-V functional and the def2-TZVPD basis) of 2 unconnected molecules or ions with the total composition C5H14.

Geometry (Å):
1 C -0.18 -1.73 -2.60
2 C 1.34 -0.09 1.96
3 C -0.06 0.53 1.87
4 C -0.24 1.99 2.40
5 C -0.87 -0.47 -3.10
6 H 1.46 -0.84 1.11
7 H 0.48 2.64 1.97
8 H -0.44 0.31 0.89
9 H -0.18 1.95 3.50
10 H -1.97 -0.56 -2.89
11 H 2.08 0.71 1.91
12 H -0.33 -1.94 -1.52
13 H -0.20 0.40 -2.83
14 H -1.16 2.50 2.24
15 H -1.08 -0.41 -4.11
16 H -0.41 -2.60 -3.13
17 H 1.70 -0.72 2.84
18 H 0.87 -1.54 -2.88
19 H -0.80 -0.14 2.37

LUMO level   0.038 hartree
Structure (SMILES)   CCC.CC
Net charge   0

***

The least stable of them is arrangement ii.

***

Arrangement i

The following is a DFT calculation (the ωB97M-V functional and the def2-TZVPD basis) of 2 unconnected molecules or ions with the total composition C5H14.

Geometry (Å):
1 C -0.77 -1.33 -1.96
2 C 0.70 1.01 0.84
3 C -0.14 0.39 1.98
4 C 0.24 2.42 0.54
5 C 0.19 -2.30 -1.24
6 H 0.50 2.81 -0.44
7 H -0.17 -3.30 -1.45
8 H -0.90 -0.40 -1.41
9 H 1.74 0.99 1.20
10 H -0.42 -1.04 -2.96
11 H 0.54 0.38 -0.03
12 H -0.82 2.57 0.73
13 H 0.71 3.13 1.23
14 H 1.22 -2.07 -1.50
15 H -1.74 -1.79 -2.13
16 H 0.02 -2.19 -0.16
17 H -0.04 1.01 2.87
18 H 0.31 -0.57 2.22
19 H -1.17 0.27 1.67

LUMO level   0.042 hartree
Structure (SMILES)   CCC.CC
Net charge   0

***

Arrangement ii

The following is a DFT calculation (the ωB97M-V functional and the def2-TZVPD basis) of 2 unconnected molecules or ions with the total composition C5H14.

Geometry (Å):
1 C 1.02 -1.17 0.98
2 C -1.42 1.52 -1.22
3 C 1.58 0.21 1.27
4 C -2.44 0.73 -0.40
5 C 1.44 -1.66 -0.41
6 H 1.42 -1.86 1.72
7 H 1.33 -0.82 -1.10
8 H -1.07 2.34 -0.59
9 H 1.53 0.50 2.32
10 H -3.33 1.32 -0.17
11 H -2.78 -0.15 -0.95
12 H 0.97 -2.61 -0.66
13 H -1.88 2.02 -2.07
14 H -0.63 0.84 -1.53
15 H -1.98 0.45 0.55
16 H 2.63 0.28 0.97
17 H 2.52 -1.83 -0.44
18 H 1.18 1.05 0.69
19 H -0.07 -1.16 1.06

LUMO level   0.043 hartree
Structure (SMILES)   CCC.CC
Net charge   0

***

Arrangement iii

The following is a DFT calculation (the ωB97M-V functional and the def2-TZVPD basis) of 2 unconnected molecules or ions with the total composition C5H14.

Geometry (Å):
1 C 0.95 0.79 -0.76
2 C -0.57 -1.18 2.17
3 C 1.27 0.53 -2.22
4 C -0.02 1.90 -0.58
5 C -1.37 -1.89 1.06
6 H -0.50 2.22 -1.47
7 H 2.19 0.19 -2.40
8 H 0.47 -1.46 2.37
9 H 1.15 1.44 -2.86
10 H -0.85 -0.07 2.05
11 H 1.87 0.97 -0.27
12 H 0.93 -0.14 -0.09
13 H -1.11 -1.31 0.09
14 H 0.56 -0.27 -2.49
15 H -2.45 -1.72 1.28
16 H -0.79 1.62 0.04
17 H -1.21 -2.97 1.19
18 H 0.50 2.79 -0.33
19 H -1.01 -1.43 3.23

LUMO level   0.042 hartree
Structure (SMILES)   CCC.CC
Net charge   0

***

The least stable of them is arrangement iii.